# 1
This record from the Open Molecules 2025 dataset describes an isolated molecule of C14H17N3O4S in a non-equilibrium geometry. The level of theory is ωB97M-V/def2-TZVPD.

```
39
Properties=species:S:1:pos:R:3:forces:R:3
C 6.00083 0.92973 0.35208 0.316 0.086 -0.045
C 4.53359 0.68827 0.42693 -0.123 -0.324 -0.164
C 3.71055 1.63775 1.03256 -0.077 -0.121 -0.054
C 2.34728 1.46399 1.13197 -0.157 -0.161 -0.054
C 1.74091 0.30268 0.64876 0.458 0.254 -0.043
C 2.53440 -0.65410 0.03788 0.022 -0.016 -0.010
C 3.90765 -0.45957 -0.07762 -0.727 0.905 0.565
N 4.64253 -1.51044 -0.74463 0.111 -0.461 -0.178
O 4.09077 -2.58579 -0.84871 -0.036 -0.315 -0.072
O 5.75185 -1.26752 -1.16488 0.285 0.071 -0.157
H 2.12207 -1.55389 -0.39634 -0.013 -0.015 0.022
C 0.26259 0.18740 0.78740 -0.023 0.007 -0.031
O -0.44907 1.17364 0.85768 0.037 0.141 0.049
N -0.21423 -1.09009 0.84351 0.138 0.083 -0.021
C -1.54082 -1.50778 0.93841 -0.252 -0.110 0.095
N -2.46982 -0.57743 1.12713 0.489 0.471 -0.167
C -3.88337 -0.83416 1.11653 -0.693 0.091 -0.226
H -4.04587 -1.91357 1.12974 -0.018 0.170 0.054
H -4.32888 -0.38262 2.00709 0.018 -0.081 -0.018
C -4.54199 -0.21139 -0.12727 0.000 -0.565 0.304
C -3.92712 -0.70901 -1.44820 -0.031 0.145 0.052
H -4.71312 -0.89193 -2.18056 -0.009 -0.028 -0.008
C -3.05104 0.46217 -1.89339 -0.130 0.137 0.122
H -2.05582 0.39634 -1.45301 0.026 0.015 -0.018
C -3.80892 1.64972 -1.30395 0.129 0.143 -0.399
H -4.62193 1.96061 -1.97610 0.088 0.015 0.040
O -4.34920 1.19606 -0.07809 0.067 -0.021 0.267
H -3.17425 2.51084 -1.08873 -0.051 -0.018 -0.057
H -2.95235 0.52996 -2.97400 0.043 0.010 -0.054
H -3.36550 -1.62971 -1.30791 -0.005 -0.075 -0.007
H -5.61819 -0.42924 -0.08056 0.136 0.023 0.000
H -2.17911 0.39945 1.10117 0.078 -0.242 0.054
S -1.81259 -3.13319 0.83288 -0.020 -0.587 -0.057
H 0.43623 -1.86446 0.79003 -0.196 0.139 0.047
H 1.72437 2.21823 1.58815 -0.044 0.070 0.035
H 4.16027 2.53564 1.42845 0.075 0.058 0.041
H 6.27408 1.78934 0.95843 -0.024 0.049 0.051
H 6.29975 1.11405 -0.67917 0.063 0.009 0.030
H 6.56344 0.06002 0.68638 0.050 0.050 0.010
```
Positions in Å, forces in eV/Å.

Summary:
SMILES string: Cc1ccc(C(=O)NC(=S)NC[C@@H]2CCCO2)cc1[N+](=O)[O-]
LUMO (eV): -0.80
Orbital gap (eV): 7.82

# 2
This record from the Open Molecules 2025 dataset describes a cluster of 2 separate species, C5H14 in total in a non-equilibrium geometry. The level of theory is ωB97M-V/def2-TZVPD.

```
19
Properties=species:S:1:pos:R:3:forces:R:3
C 0.73319 1.17746 -0.37608 1.513 -2.307 -0.382
C 1.32304 2.39274 -1.07188 0.624 0.244 -0.351
C 1.24120 -0.11179 -1.16182 -1.308 -1.291 2.050
H -0.32790 0.87330 -0.43404 0.091 1.639 0.099
H 1.02657 1.13230 0.67566 -0.048 -0.067 -0.067
H 0.55712 3.13464 -1.26803 0.178 0.304 -0.368
H 2.22002 2.89640 -0.60624 -1.212 -0.646 0.233
H 1.09460 -0.97452 -0.46717 -0.299 0.339 -0.372
H 1.78378 1.96418 -1.97430 -0.562 0.815 -0.300
H 2.26250 -0.32451 -1.45059 0.364 1.036 -0.401
H 0.50168 -0.27374 -1.95797 0.716 0.001 -0.231
C -1.73869 -1.99347 0.75007 0.988 -0.830 -0.642
C -1.37412 -0.95375 1.81649 -0.815 0.370 -0.619
H -1.25578 -1.76598 -0.22278 -0.733 0.286 0.324
H -1.34484 -3.01661 0.88866 -0.253 0.356 0.618
H -2.81764 -2.07486 0.67299 -0.032 -0.025 -0.436
H -2.33780 -0.65193 2.30214 1.122 0.291 -0.309
H -0.83809 -0.13224 1.30632 -0.700 -0.043 0.634
H -0.70885 -1.29762 2.57859 0.365 -0.473 0.519
```
Positions in Å, forces in eV/Å.

Summary:
SMILES string: CCC.CC
LUMO (eV): 1.14
Orbital gap (eV): 12.22

# 3
This record from the Open Molecules 2025 dataset describes the ion C3H3N2 with charge +1 in a non-equilibrium geometry. The level of theory is ωB97M-V/def2-TZVPD.

```
8
Properties=species:S:1:pos:R:3:forces:R:3
C -1.94028 -0.70042 0.00404 -1.423 2.878 -0.316
C -1.97260 0.60644 0.00648 -0.413 -3.238 0.225
C 0.08718 -0.02861 0.00135 3.198 1.664 -0.179
N -0.66768 -1.11422 0.01212 1.529 -0.326 -0.353
N -0.70664 1.09844 -0.02342 0.064 1.099 0.479
H 1.24515 -0.14360 -0.03431 -2.264 0.804 0.117
H -0.13516 -1.97264 -0.16702 -1.200 -0.322 0.371
H -0.53935 2.16232 0.07733 0.509 -2.559 -0.344
```
Positions in Å, forces in eV/Å.

Summary:
Total charge: +1
SMILES string: c1[nH]c[nH+]c#1
LUMO (alpha / beta) (eV): -8.09 / -8.10
Orbital gap (alpha / beta) (eV): 7.67 / 7.65

# 4
This record from the Open Molecules 2025 dataset describes a cluster of 2 separate species, C4H12O3 in total in a non-equilibrium geometry. The level of theory is ωB97M-V/def2-TZVPD.

```
19
Properties=species:S:1:pos:R:3:forces:R:3
C 2.26790 -0.57934 0.36989 0.529 -0.956 -0.340
O 2.34182 -2.00278 0.11990 -0.322 0.150 0.200
C 0.97075 -0.10962 0.96158 -0.698 1.985 0.684
C -0.24076 0.19497 0.06514 0.133 -1.007 -0.610
C -0.18585 1.47791 -0.74451 0.672 0.126 -0.401
O 1.19601 1.75332 -1.10979 -0.883 0.576 0.354
H 3.09452 -0.34775 1.05391 -0.186 -0.021 -0.061
H 2.47906 -0.10112 -0.58482 -0.132 0.230 0.151
H 1.46973 -2.38688 0.26026 0.111 0.063 -0.024
H 1.18244 0.86953 1.42907 0.214 -0.229 -0.021
H 0.60370 -0.68061 1.81816 0.381 -0.538 -0.165
H -1.12027 0.21096 0.70653 -0.145 0.052 -0.095
H -0.39226 -0.62641 -0.64015 -0.041 -0.151 0.073
H -0.66401 2.29415 -0.18286 0.483 0.092 -0.040
H -0.71192 1.38697 -1.69918 -0.393 -0.194 0.260
H 1.16604 2.61120 -1.55246 0.264 -0.188 0.030
H -4.53074 -1.88480 0.41678 0.441 -0.357 -0.104
H -4.78597 -0.67759 -0.36228 0.452 0.020 -0.431
O -4.14020 -1.40211 -0.32519 -0.881 0.346 0.540
```
Positions in Å, forces in eV/Å.

Summary:
SMILES string: OCCCCO.O
LUMO (eV): 0.66
Orbital gap (eV): 10.36

Going through the records in order, we get relative energy (zero: lowest compared OMol25 entry of this formula, charge and spin) values of 62.55; 27.62; 79.32; 23.44 kcal/mol.